An isolated molecule of CH5N3O2 in a non-equilibrium geometry. Source: OMol25; level of theory: ωB97M-V with the def2-TZVPD basis set.

## Properties
structure (SMILES)	N=C(NO)NO
energy above the lowest of the compared OMol25 structures with the same formula, charge and spin	346.03	kJ/mol
charge	0
electronic energy	-355.69243	a.u.
E_LUMO	0.0237	hartree
highest occupied orbital energy	-8.91	eV
F_max	7.803	eV/A
frontier orbital gap	9.6	eV

Structure (XYZ):
```
11
Properties=species:S:1:pos:R:3:mulliken_charge:R:1
N -1.3608 -1.3857 -0.0404 -0.72
C -0.4562 -0.5259 0.0170 0.46
N -0.7476 0.7156 -0.2838 -0.16
O -0.2358 1.8186 0.3309 -0.45
N 0.7857 -0.8218 0.4094 -0.20
O 1.8433 -0.2142 -0.3957 -0.42
H -2.3805 -1.0947 -0.0914 0.20
H -1.7912 1.0656 -0.6099 0.30
H 0.2400 2.3198 -0.2946 0.34
H 0.9387 -1.8592 0.4978 0.31
H 2.1286 0.3316 0.3183 0.35
```


C45H44P2Pb as an isolated structure in a non-equilibrium geometry. Source: OMol25; level of theory: ωB97M-V with the def2-TZVPD basis set.

## Properties
energy above the lowest of the compared OMol25 structures with the same formula, charge and spin	318.54	kJ/mol
charge	+2
electronic energy	-2615.87849	a.u.
E_LUMO (alpha / beta)	-0.3217 / -0.3177	hartree
highest occupied orbital energy (alpha / beta)	-12.36 / -12.35	eV
F_max	3.125	eV/A
frontier orbital gap (alpha / beta)	3.6 / 3.7	eV

Structure (XYZ):
```
92
Properties=species:S:1:pos:R:3:mulliken_charge:R:1
Pb 1.2373 -0.7968 0.7933 0.94
C -2.1755 0.2109 5.2898 -0.45
C -2.5490 0.1991 4.0033 0.29
C -3.3992 1.1875 3.2886 -1.28
C -2.6217 2.2980 2.5395 -0.29
C -1.5924 2.9569 3.3824 -0.44
C -1.6967 3.3351 4.6586 -0.33
C -2.6081 2.7307 5.6634 -1.18
C -1.9515 1.3935 6.1289 -0.10
C 3.2760 -0.4668 1.4703 -1.57
H -1.9162 -0.7312 5.7887 0.59
H -2.2979 -0.7006 3.4156 0.45
H -4.1464 1.6120 3.9698 0.50
H -3.9409 0.6300 2.5152 0.49
H -2.1565 1.8428 1.6387 0.14
H -3.3854 3.0249 2.1899 0.40
H -0.6363 3.0455 2.8747 0.48
H -0.9763 4.0689 5.0755 0.32
H -3.6582 2.5445 5.3933 0.29
H -2.5957 3.4185 6.5201 0.43
H -0.8462 1.5054 6.1997 -0.25
H -2.2869 1.1588 7.1481 0.58
H 3.2149 -0.8183 2.5064 0.41
H 3.5561 0.6174 1.4592 0.33
H 3.9462 -1.1480 0.9113 0.49
P -0.0323 -2.2568 -2.8842 0.24
P 1.9447 0.3781 -3.4965 0.47
C -0.6213 -0.6620 -3.5256 -0.58
C 0.1949 0.3310 -3.9715 -0.88
C -0.6736 -3.3567 -4.2517 0.34
C -1.7923 -3.0515 -5.0498 0.11
C -2.1081 -3.8493 -6.1645 -0.67
C -1.3249 -4.9648 -6.4964 -0.45
C -0.2701 -5.3199 -5.6418 -0.56
C 0.0532 -4.5378 -4.5284 -0.49
C -1.3654 -2.4550 -1.6285 0.37
C -1.4500 -1.4477 -0.6437 -0.84
C -2.2400 -1.6358 0.4852 -0.65
C -3.1649 -2.6903 0.5094 -0.47
C -3.2072 -3.6008 -0.5542 -0.86
C -2.2747 -3.5189 -1.5975 -0.45
C 2.5701 0.8489 -5.2094 0.44
C 2.2372 -0.0081 -6.2831 -0.36
C 2.5662 0.3300 -7.5986 -0.69
C 3.2600 1.5162 -7.8746 -0.42
C 3.6426 2.3451 -6.8155 -0.64
C 3.3174 2.0088 -5.4925 -0.27
C 2.0757 1.9902 -2.6326 0.46
C 3.2323 2.2059 -1.8580 -0.43
C 3.3802 3.3843 -1.1342 -0.70
C 2.3759 4.3592 -1.1724 -0.49
C 1.2344 4.1579 -1.9563 -0.79
C 1.0773 2.9681 -2.6806 0.06
H -1.7153 -0.5437 -3.5448 0.75
H -0.1742 1.1022 -4.6712 0.79
H -2.4267 -2.1848 -4.8334 0.30
H -2.9784 -3.5948 -6.7778 0.37
H -1.5453 -5.5594 -7.3946 0.39
H 0.3037 -6.2227 -5.8563 0.38
H 0.8784 -4.8465 -3.8785 0.37
H -0.9163 -0.4945 -0.7886 0.76
H -2.1612 -0.9319 1.3223 0.63
H -3.8991 -2.7405 1.3161 0.46
H -3.9853 -4.3663 -0.5753 0.40
H -2.2861 -4.2467 -2.4113 0.43
H 1.6676 -0.9242 -6.1061 0.40
H 2.2781 -0.3303 -8.4198 0.40
H 3.5273 1.7714 -8.9033 0.39
H 4.2055 3.2588 -7.0256 0.39
H 3.6266 2.6934 -4.6983 0.32
H 4.0146 1.4478 -1.8413 0.41
H 4.2734 3.5381 -0.5289 0.48
H 2.4659 5.2569 -0.5586 0.42
H 0.4482 4.9176 -1.9855 0.43
H 0.1865 2.7965 -3.2849 0.41
C 1.2801 1.4340 6.6272 -0.87
C 1.4283 2.0509 5.3803 -0.56
C 1.2233 1.3039 4.2335 -0.39
C 1.0582 -0.1139 4.2504 1.34
C 0.6745 -0.8813 3.1119 -0.32
C 0.1068 -2.1220 3.2859 -0.60
C 0.1178 -2.7571 4.5542 -0.84
C 0.7244 -2.1412 5.6284 -0.97
C 1.0667 -0.7607 5.5434 0.36
C 1.1057 0.0573 6.6899 -0.37
H 1.2524 2.0431 7.5278 0.38
H 1.6755 3.1126 5.3380 0.44
H 1.1383 1.8460 3.2853 0.59
H -0.4503 -2.6207 2.4864 0.41
H -0.3766 -3.7317 4.6180 0.43
H 0.8594 -2.6791 6.5680 0.42
H 0.8967 -0.4238 7.6402 0.43
```


C22H48N2O2PmSSi4 as an isolated structure in a non-equilibrium geometry. Source: OMol25; level of theory: ωB97M-V with the def2-TZVPD basis set.

## Properties
energy above the lowest of the compared OMol25 structures with the same formula, charge and spin	59.09	kJ/mol
charge	+1
⟨S²⟩	6.24
electronic energy	-3291.46842	a.u.
E_LUMO (alpha / beta)	-0.1659 / -0.1125	hartree
2S+1	5
highest occupied orbital energy (alpha / beta)	-10.52 / -10.35	eV
F_max	1.125	eV/A
frontier orbital gap (alpha / beta)	6.0 / 7.3	eV

Structure (XYZ):
```
80
Properties=species:S:1:pos:R:3:mulliken_spin:R:1
Pm -0.0534 0.3916 0.1088 4.33
C 2.7601 -1.6591 -0.9189 0.00
N 1.3959 -1.3776 -1.4051 -0.02
C 1.5066 -0.7480 -2.7402 0.01
C 0.6575 -2.6493 -1.5080 0.00
C -0.8312 -2.4684 -1.7360 0.00
N -1.4946 -1.8075 -0.5930 -0.01
C -1.6945 -2.7760 0.5030 0.00
C -2.8269 -1.3225 -1.0179 0.00
H 3.2878 -2.3283 -1.6061 0.00
H 2.7184 -2.1310 0.0627 0.00
H 3.3276 -0.7316 -0.8411 0.00
H 1.9241 -1.4609 -3.4607 0.00
H 2.1703 0.1134 -2.6838 0.00
H 0.5425 -0.4009 -3.1006 0.00
H 0.8204 -3.2080 -0.5853 0.00
H 1.0720 -3.2491 -2.3267 0.00
H -1.2774 -3.4554 -1.9016 0.00
H -1.0133 -1.8752 -2.6330 0.00
H -2.3588 -3.5848 0.1829 0.00
H -2.1436 -2.2810 1.3626 0.00
H -0.7478 -3.2099 0.8188 0.00
H -3.4342 -2.1529 -1.3937 0.00
H -2.7271 -0.5728 -1.7984 0.00
H -3.3464 -0.8815 -0.1663 0.00
O -2.8109 8.2515 -2.1937 0.00
C -1.9802 7.5603 -3.0026 0.00
O -1.4114 8.1143 -3.8968 0.00
C -1.8143 6.0952 -2.7232 0.00
C -1.3772 5.2911 -3.7707 0.00
C -1.1647 3.9385 -3.5779 0.00
C -1.3644 3.3699 -2.3193 0.00
S -1.0886 1.6315 -2.1236 -0.04
C -1.7946 4.1746 -1.2686 0.00
C -2.0222 5.5269 -1.4733 0.00
H -3.2803 7.6676 -1.5866 0.00
H -1.2072 5.7497 -4.7358 0.00
H -0.8334 3.3124 -4.3959 0.00
H -1.9535 3.7398 -0.2904 0.00
H -2.3388 6.1323 -0.6310 0.00
C -1.4729 -1.7421 4.1445 -0.01
Si 0.3921 -1.4420 4.1426 -0.01
C 0.9744 -1.3802 5.9192 -0.01
C 1.2419 -2.8761 3.2559 -0.01
Si 0.8491 0.5009 2.9241 -0.14
Si -0.5787 2.2887 3.3816 -0.02
C -2.2989 1.6840 2.8516 -0.01
C -0.1496 3.6331 2.1177 0.00
C -0.6695 3.0376 5.0868 -0.01
Si 3.1005 1.1443 2.8995 -0.03
C 3.6871 1.9878 4.4596 -0.01
C 3.2686 2.3223 1.4223 -0.01
C 4.1905 -0.3442 2.5466 0.00
H -1.7092 -2.8082 4.2047 0.00
H -1.9570 -1.3349 3.2539 0.00
H -1.9311 -1.2568 5.0108 0.00
H 0.7225 -2.3050 6.4461 0.00
H 0.5006 -0.5517 6.4514 0.00
H 2.0569 -1.2416 5.9801 0.00
H 0.8224 -3.8388 3.5619 0.00
H 2.3110 -2.8963 3.4835 0.00
H 1.1421 -2.7915 2.1686 0.00
H -2.2769 1.2285 1.8482 0.00
H -3.0221 2.5032 2.8118 0.00
H -2.6896 0.9292 3.5370 0.00
H -0.0050 3.2240 1.1066 0.00
H 0.7748 4.1523 2.3806 0.00
H -0.9416 4.3842 2.0506 0.00
H -0.9550 2.2903 5.8306 0.00
H -1.4036 3.8464 5.1192 0.00
H 0.2990 3.4470 5.3826 0.00
H 3.0761 2.8657 4.6838 0.00
H 4.7268 2.3126 4.3686 0.00
H 3.6204 1.3081 5.3123 0.00
H 2.9108 3.3251 1.6659 0.00
H 2.6832 1.9700 0.5627 0.00
H 4.3057 2.4159 1.0890 0.00
H 4.1034 -1.0976 3.3339 0.00
H 5.2408 -0.0446 2.4900 0.00
H 3.9274 -0.8218 1.5996 0.00
```


An isolated molecule of CHCl2NO2 in a non-equilibrium geometry. Source: OMol25; level of theory: ωB97M-V with the def2-TZVPD basis set.

## Properties
structure (SMILES)	O=[N+]([O-])C(Cl)Cl
energy above the lowest of the compared OMol25 structures with the same formula, charge and spin	214.85	kJ/mol
charge	0
electronic energy	-1164.20583	a.u.
E_LUMO	-0.0371	hartree
highest occupied orbital energy	-11.73	eV
F_max	2.803	eV/A
frontier orbital gap	10.7	eV

Structure (XYZ):
```
7
Properties=species:S:1:pos:R:3:mulliken_charge:R:1
O 1.1936 -1.3680 -0.1714 -0.49
N 0.2614 -0.7091 -0.5424 0.86
O -0.3086 -0.7832 -1.5920 -0.49
C -0.2229 0.2990 0.4448 -0.01
Cl -1.8660 0.7560 0.1781 -0.08
Cl 0.9574 1.8335 0.2199 -0.15
H -0.0148 -0.0283 1.4631 0.36
```